{"formula": "C20H37BN5O6S2", "method": "the ωB97M-V functional and the def2-TZVPD basis", "elements": ["N", "C", "C", "N", "C", "N", "C", "C", "C", "C", "S", "C", "S", "N", "C", "C", "N", "C", "C", "B", "O", "O", "H", "H", "H", "H", "H", "H", "H", "H", "H", "H", "H", "H", "H", "H", "H", "H", "H", "C", "O", "C", "C", "O", "C", "H", "H", "H", "H", "H", "H", "H", "H", "H", "H", "C", "O", "C", "C", "O", "C", "H", "H", "H", "H", "H", "H", "H", "H", "H", "H"], "positions_angstrom": [[-2.012, -4.040, -0.740], [-2.723, -3.260, -1.436], [-2.377, -2.793, -2.860], [-1.096, -2.070, -2.926], [-0.386, -1.690, -1.869], [0.706, -1.111, -2.318], [0.758, -1.045, -3.692], [1.812, -0.486, -4.609], [2.315, 0.942, -4.291], [2.705, 1.230, -2.814], [1.359, 2.218, -2.057], [1.421, 1.951, -0.274], [0.532, 0.806, 0.463], [2.231, 2.764, 0.537], [2.056, 4.113, 0.617], [2.975, 4.589, 1.517], [3.698, 3.484, 1.952], [3.272, 2.423, 1.386], [-0.404, -1.666, -4.066], [-0.965, -1.969, -5.514], [-0.847, -0.950, -6.464], [-1.548, -3.162, -5.877], [-1.194, -4.333, -1.290], [-3.650, -2.879, -0.993], [-2.233, -3.704, -3.462], [-3.201, -2.234, -3.313], [-0.657, -1.829, -0.831], [1.400, -0.769, -1.667], [2.631, -1.211, -4.723], [1.335, -0.438, -5.598], [1.597, 1.697, -4.638], [3.236, 1.086, -4.870], [3.587, 1.881, -2.849], [3.007, 0.349, -2.234], [1.322, 4.735, 0.118], [3.132, 5.597, 1.876], [3.583, 1.390, 1.486], [-1.594, -0.342, -6.379], [-2.464, -2.987, -6.136], [-1.195, 9.256, 3.749], [-0.556, 8.546, 4.796], [-0.138, 7.247, 4.409], [1.351, 7.201, 4.135], [1.694, 7.960, 2.982], [2.260, 9.222, 3.301], [-1.301, 10.294, 4.063], [-0.612, 9.227, 2.825], [-2.192, 8.842, 3.567], [-0.703, 6.898, 3.538], [-0.361, 6.577, 5.246], [1.639, 6.165, 3.930], [1.916, 7.540, 5.008], [3.278, 9.093, 3.684], [1.659, 9.759, 4.038], [2.303, 9.813, 2.387], [-3.155, -9.702, 1.442], [-2.301, -8.925, 0.616], [-2.600, -7.540, 0.662], [-1.620, -6.786, 1.538], [-1.760, -7.148, 2.903], [-0.753, -8.044, 3.344], [-2.738, -10.706, 1.505], [-3.227, -9.288, 2.451], [-4.153, -9.765, 0.998], [-3.628, -7.373, 1.000], [-2.516, -7.162, -0.363], [-1.839, -5.717, 1.467], [-0.592, -6.944, 1.196], [0.203, -7.518, 3.442], [-0.636, -8.888, 2.660], [-1.045, -8.423, 4.321]], "total_energy_ev": -63414.3382, "charge": 1}



{"formula": "C20H37BrCl32F9PS", "method": "the ωB97M-V functional and the def2-TZVPD basis", "elements": ["F", "C", "F", "C", "C", "P", "Br", "C", "F", "F", "S", "F", "F", "F", "F", "F", "H", "H", "H", "H", "H", "C", "Cl", "Cl", "H", "H", "C", "Cl", "Cl", "H", "H", "C", "Cl", "Cl", "H", "H", "C", "Cl", "Cl", "H", "H", "C", "Cl", "Cl", "H", "H", "C", "Cl", "Cl", "H", "H", "C", "Cl", "Cl", "H", "H", "C", "Cl", "Cl", "H", "H", "C", "Cl", "Cl", "H", "H", "C", "Cl", "Cl", "H", "H", "C", "Cl", "Cl", "H", "H", "C", "Cl", "Cl", "H", "H", "C", "Cl", "Cl", "H", "H", "C", "Cl", "Cl", "H", "H", "C", "Cl", "Cl", "H", "H", "C", "Cl", "Cl", "H", "H"], "positions_angstrom": [[0.772, 1.560, -4.571], [1.224, 0.240, -4.532], [1.469, -0.118, -5.856], [2.476, 0.197, -3.654], [3.592, -0.722, -4.146], [4.997, -0.990, -2.976], [5.288, 0.968, -1.955], [-0.059, -0.511, -4.030], [-1.079, -0.262, -4.928], [-0.416, 0.040, -2.797], [0.061, -2.406, -3.800], [-0.990, -2.721, -4.978], [1.258, -2.483, -4.864], [1.117, -2.133, -2.612], [-1.160, -2.370, -2.742], [0.231, -3.973, -3.539], [2.207, -0.015, -2.614], [2.854, 1.225, -3.648], [4.060, -0.345, -5.055], [3.242, -1.736, -4.327], [4.310, -1.695, -1.966], [-1.589, 0.051, 2.750], [-1.360, -1.664, 3.146], [-1.000, 1.101, 4.043], [-1.030, 0.274, 1.849], [-2.657, 0.220, 2.606], [-3.995, 2.768, -3.844], [-4.969, 3.693, -2.689], [-4.982, 1.658, -4.802], [-3.525, 3.485, -4.508], [-3.257, 2.191, -3.302], [1.639, -2.590, 5.321], [3.004, -2.516, 4.193], [1.879, -1.564, 6.736], [0.761, -2.232, 4.792], [1.529, -3.615, 5.649], [6.327, -1.432, 3.854], [7.186, -1.261, 2.324], [6.951, -0.333, 5.094], [5.281, -1.214, 3.703], [6.460, -2.450, 4.201], [-4.057, 4.157, 0.660], [-3.910, 2.445, 1.077], [-3.405, 5.200, 1.935], [-3.511, 4.345, -0.255], [-5.104, 4.385, 0.527], [-5.791, -0.775, 3.501], [-4.860, -0.496, 2.021], [-5.062, 0.040, 4.890], [-6.792, -0.391, 3.355], [-5.819, -1.839, 3.694], [-0.580, 7.637, 1.332], [0.684, 7.853, 0.105], [-0.137, 8.373, 2.876], [-1.486, 8.106, 0.964], [-0.726, 6.575, 1.485], [7.090, -4.340, -1.385], [7.056, -2.632, -0.941], [7.491, -5.374, -0.014], [6.107, -4.621, -1.745], [7.836, -4.483, -2.157], [-2.937, 5.806, -6.947], [-2.781, 5.312, -8.634], [-1.833, 4.918, -5.885], [-2.705, 6.861, -6.871], [-3.953, 5.613, -6.624], [-9.071, -3.384, 2.889], [-7.657, -3.354, 1.827], [-8.763, -2.555, 4.422], [-9.892, -2.887, 2.387], [-9.322, -4.414, 3.099], [-8.722, 3.314, -1.163], [-7.637, 4.407, -0.293], [-10.229, 3.034, -0.288], [-8.955, 3.760, -2.122], [-8.214, 2.366, -1.293], [10.584, -2.766, 4.196], [9.624, -3.840, 3.173], [11.753, -3.651, 5.190], [11.124, -2.082, 3.558], [9.912, -2.227, 4.854], [11.857, 1.207, 1.649], [10.372, 0.361, 2.108], [11.583, 2.383, 0.360], [12.233, 1.732, 2.518], [12.574, 0.476, 1.299], [-10.580, -7.181, 3.780], [-9.645, -6.901, 2.304], [-9.867, -6.363, 5.175], [-11.582, -6.798, 3.630], [-10.604, -8.246, 3.975], [-2.361, 8.567, -2.178], [-2.879, 7.407, -3.405], [-3.316, 8.426, -0.692], [-1.325, 8.366, -1.933], [-2.480, 9.568, -2.571], [4.536, -7.494, 1.148], [4.492, -9.211, 0.735], [4.258, -6.461, -0.256], [3.760, -7.295, 1.877], [5.515, -7.261, 1.550]], "total_energy_ev": -536680.7332}



LUMO energy in eV, matching the order above: -4.14, -0.23
HOMO in eV, matching the order above: -10.61, -9.28
ΔE to the lowest compared entry with this formula, charge and spin in kJ/mol, matching the order above: 0.0, 5.2